Record 1
DFT (ωB97M-V/def2-TZVPD) results for an isolated ion of composition C6H9N2O2 and charge +1 in a non-equilibrium geometry.

Cartesian coordinates (Å):
N (-0.758, 2.677, 0.022)
C (-1.171, 1.345, 0.007)
O (-2.315, 1.080, 0.196)
N (-0.205, 0.289, -0.391)
C (-0.481, -0.954, -0.069)
C (-1.919, -1.277, 0.211)
O (-2.751, -1.720, -0.442)
C (0.764, -1.850, 0.043)
C (1.826, -0.710, 0.211)
C (1.252, 0.463, -0.603)
H (0.064, 3.100, 0.258)
H (-1.634, 3.167, 0.255)
H (-1.905, -0.948, 1.238)
H (0.587, -2.566, 0.823)
H (0.749, -2.336, -0.878)
H (1.943, -0.360, 1.201)
H (2.804, -1.137, -0.108)
H (1.603, 1.491, -0.222)
H (1.546, 0.245, -1.753)

Computed properties:
Charge = +1
F_max = 0.097 hartree/bohr
Relative energy (zero: lowest compared OMol25 entry of this formula, charge and spin) = 255.8 kJ/mol
HOMO-LUMO gap = 9.30 eV
Structure (SMILES) = NC(=O)[N+]1=C(C=O)CCC1
LUMO level = -0.194 Eh


Record 2
DFT (ωB97M-V/def2-TZVPD) results for a 2-piece molecular cluster, C22H22FNO3S overall in a non-equilibrium geometry.

Cartesian coordinates (Å):
O (-0.796, -0.361, -3.830)
C (-0.956, 0.408, -2.896)
C (-2.231, 0.543, -2.120)
C (-2.952, 1.701, -2.393)
C (-4.183, 1.907, -1.781)
C (-4.822, 0.899, -1.071)
C (-4.176, -0.336, -0.989)
C (-2.913, -0.545, -1.547)
C (0.323, 1.286, -2.625)
F (1.435, 0.691, -2.096)
S (0.074, 2.982, -1.688)
O (-0.982, 3.087, -0.710)
O (0.046, 3.897, -2.825)
C (1.730, 3.228, -0.942)
C (2.185, 2.419, 0.103)
C (3.520, 2.528, 0.495)
C (4.390, 3.386, -0.191)
C (3.939, 4.114, -1.297)
C (2.606, 4.011, -1.688)
H (-2.543, 2.421, -3.100)
H (-4.637, 2.884, -1.841)
H (-5.812, 1.050, -0.627)
H (-4.676, -1.138, -0.460)
H (-2.433, -1.525, -1.512)
H (0.633, 1.793, -3.596)
H (1.518, 1.707, 0.585)
H (3.872, 1.942, 1.345)
H (5.421, 3.497, 0.153)
H (4.592, 4.790, -1.853)
H (2.268, 4.521, -2.586)
C (0.464, -4.714, 4.421)
C (0.404, -3.763, 3.239)
C (1.136, -3.961, 2.045)
C (0.879, -3.107, 0.946)
C (1.720, -3.090, -0.297)
N (-0.162, -2.270, 0.950)
C (-0.626, -1.859, 2.138)
C (-1.343, -0.548, 2.123)
C (-0.436, -2.644, 3.294)
H (1.139, -5.561, 4.223)
H (0.791, -4.215, 5.351)
H (-0.549, -5.110, 4.609)
H (1.864, -4.760, 1.920)
H (2.238, -4.051, -0.432)
H (1.096, -2.858, -1.173)
H (2.449, -2.266, -0.245)
H (-1.734, -0.311, 3.116)
H (-0.641, 0.234, 1.793)
H (-2.141, -0.560, 1.372)
H (-0.988, -2.373, 4.191)

Computed properties:
Charge = 0
F_max = 0.051 hartree/bohr
Relative energy (zero: lowest compared OMol25 entry of this formula, charge and spin) = 0.0 kJ/mol
HOMO-LUMO gap = 8.89 eV
Structure (SMILES) = O=C(c1ccccc1)[C@H](F)S(=O)(=O)c1ccccc1.Cc1cc(C)nc(C)c1
LUMO level = 0.000 Eh


Record 3
DFT (ωB97M-V/def2-TZVPD) results for a 3-piece molecular cluster, C2H9NO4 overall in a non-equilibrium geometry.

Cartesian coordinates (Å):
O (-1.466, -0.663, -0.917)
C (-1.270, 0.573, -1.144)
N (-0.254, 1.314, -0.545)
C (0.021, 1.026, 0.889)
O (0.736, -0.202, 1.071)
H (-2.011, 1.152, -1.651)
H (0.131, 2.180, -1.018)
H (-0.882, 1.135, 1.398)
H (0.682, 1.841, 1.290)
H (0.236, -1.038, 0.889)
O (2.569, 0.609, -0.852)
H (3.186, 0.073, -1.341)
H (3.074, 0.751, -0.043)
O (-1.001, -2.271, 1.255)
H (-1.190, -1.635, 0.601)
H (-0.658, -3.028, 0.766)

Computed properties:
Charge = 0
F_max = 0.074 hartree/bohr
Relative energy (zero: lowest compared OMol25 entry of this formula, charge and spin) = 174.6 kJ/mol
HOMO-LUMO gap = 10.55 eV
Structure (SMILES) = O=CNCO.O.O
LUMO level = 0.024 Eh


Record 4
DFT (ωB97M-V/def2-TZVPD) results for C23H16BrCl44FI2N2O5PS as an isolated structure in a non-equilibrium geometry.

Cartesian coordinates (Å):
C (2.428, 4.522, -3.214)
C (3.510, 5.380, -2.423)
O (4.459, 5.898, -3.073)
O (3.421, 5.644, -1.040)
C (3.977, 4.520, -0.238)
C (2.824, 3.518, 0.113)
P (2.537, 2.865, 1.875)
I (1.970, 1.979, 4.137)
C (4.299, 3.208, 2.536)
C (4.545, 4.490, 3.448)
O (4.761, 5.655, 3.072)
Br (4.720, 4.248, 5.450)
C (0.780, 2.345, 1.277)
C (-0.476, 3.136, 1.795)
C (-1.735, 2.092, 1.560)
I (-1.092, 4.847, 0.519)
N (2.928, 1.119, 1.442)
C (4.055, 0.938, 0.928)
S (5.667, 0.640, 0.542)
C (1.906, 4.595, 2.529)
O (1.976, 5.664, 1.868)
N (1.339, 4.821, 3.925)
C (0.340, 5.927, 3.884)
O (-0.883, 5.772, 3.857)
F (0.791, 7.297, 3.957)
H (1.827, 5.201, -3.929)
H (2.954, 3.758, -3.873)
H (1.656, 4.004, -2.551)
H (4.729, 4.000, -0.948)
H (4.565, 5.036, 0.577)
H (1.842, 4.088, -0.136)
H (2.804, 2.703, -0.710)
H (4.542, 2.328, 3.250)
H (5.160, 3.237, 1.799)
H (0.696, 2.251, 0.127)
H (0.639, 1.252, 1.639)
H (-0.557, 3.356, 2.905)
H (-1.530, 1.462, 0.634)
H (-1.874, 1.464, 2.516)
H (-2.700, 2.680, 1.384)
H (2.060, 5.199, 4.559)
C (-4.915, 0.732, -0.380)
Cl (-5.545, 1.959, 0.740)
Cl (-4.041, -0.511, 0.540)
Cl (-6.267, -0.015, -1.258)
Cl (-3.808, 1.494, -1.539)
C (-7.274, -3.809, -2.361)
Cl (-8.060, -2.276, -2.802)
Cl (-8.185, -5.162, -3.066)
Cl (-5.610, -3.829, -2.984)
Cl (-7.243, -3.971, -0.593)
C (-1.166, -0.186, -4.399)
Cl (-0.375, -0.093, -2.814)
Cl (-2.555, -1.290, -4.303)
Cl (-1.726, 1.432, -4.879)
Cl (-0.010, -0.793, -5.604)
C (0.618, -3.276, -0.266)
Cl (1.732, -4.594, 0.160)
Cl (-0.969, -3.580, 0.475)
Cl (1.266, -1.736, 0.332)
Cl (0.441, -3.195, -2.031)
C (-11.151, -6.123, -6.310)
Cl (-10.039, -5.641, -5.010)
Cl (-11.406, -4.751, -7.409)
Cl (-10.451, -7.483, -7.214)
Cl (-12.707, -6.616, -5.607)
C (0.434, 0.707, 8.047)
Cl (1.753, 1.319, 7.028)
Cl (1.108, -0.012, 9.527)
Cl (-0.651, 2.046, 8.480)
Cl (-0.479, -0.528, 7.153)
C (-6.202, 0.208, -5.647)
Cl (-7.567, 1.183, -5.060)
Cl (-6.449, -0.184, -7.363)
Cl (-4.694, 1.126, -5.457)
Cl (-6.099, -1.295, -4.706)
C (4.068, -7.686, 2.010)
Cl (5.178, -7.208, 3.311)
Cl (3.810, -6.309, 0.916)
Cl (4.769, -9.040, 1.100)
Cl (2.514, -8.184, 2.711)
C (4.654, -9.602, -2.990)
Cl (4.026, -8.378, -1.866)
Cl (5.519, -10.857, -2.076)
Cl (3.302, -10.341, -3.876)
Cl (5.767, -8.837, -4.144)
C (-4.823, 5.491, 5.024)
Cl (-6.541, 5.498, 5.483)
Cl (-3.948, 4.314, 6.025)
Cl (-4.669, 5.042, 3.313)
Cl (-4.136, 7.109, 5.275)
C (8.588, -7.081, -1.921)
Cl (9.697, -6.605, -0.617)
Cl (8.330, -5.704, -3.012)
Cl (9.293, -8.435, -2.832)
Cl (7.034, -7.583, -1.224)

Computed properties:
Charge = -1
F_max = 0.127 hartree/bohr
HOMO-LUMO gap = 6.89 eV
LUMO level = 0.033 Eh


Record 5
DFT (ωB97M-V/def2-TZVPD) results for one molecule with the formula C18H27N3O4.

Cartesian coordinates (Å):
C (-1.099, -1.021, 2.439)
C (-2.518, -1.579, 2.345)
O (-2.860, -2.090, 1.075)
C (-2.981, -1.136, 0.050)
C (-3.109, -1.879, -1.276)
C (-1.802, -2.590, -1.637)
N (-0.760, -1.638, -1.944)
C (0.277, -1.403, -1.121)
O (0.566, -2.076, -0.157)
C (1.082, -0.147, -1.555)
N (0.294, 1.045, -1.282)
C (-0.666, 1.497, -2.092)
O (-1.028, 0.939, -3.117)
C (-1.296, 2.815, -1.618)
N (-2.177, 2.625, -0.483)
C (-1.715, 2.485, 0.778)
C (-2.795, 2.408, 1.830)
O (-0.524, 2.438, 1.028)
C (2.401, -0.082, -0.840)
C (3.589, -0.275, -1.529)
C (4.800, -0.244, -0.862)
C (4.852, -0.025, 0.508)
C (6.162, 0.027, 1.233)
C (3.657, 0.163, 1.193)
C (2.445, 0.134, 0.532)
H (-1.025, -0.027, 2.006)
H (-0.412, -1.682, 1.915)
H (-0.804, -0.958, 3.483)
H (-2.617, -2.442, 3.009)
H (-3.253, -0.817, 2.654)
H (-3.876, -0.510, 0.223)
H (-2.104, -0.474, 0.020)
H (-3.903, -2.620, -1.184)
H (-3.373, -1.171, -2.065)
H (-1.959, -3.240, -2.503)
H (-1.464, -3.187, -0.788)
H (-0.956, -0.961, -2.675)
H (1.230, -0.203, -2.641)
H (0.452, 1.522, -0.397)
H (-1.868, 3.242, -2.442)
H (-0.497, 3.502, -1.323)
H (-3.167, 2.567, -0.660)
H (-3.454, 1.565, 1.633)
H (-2.338, 2.285, 2.807)
H (-3.385, 3.322, 1.823)
H (3.568, -0.453, -2.595)
H (5.717, -0.396, -1.414)
H (6.452, 1.064, 1.406)
H (6.947, -0.454, 0.655)
H (6.085, -0.464, 2.201)
H (3.678, 0.328, 2.261)
H (1.531, 0.269, 1.091)

Computed properties:
Charge = 0
F_max = 0.013 hartree/bohr
Relative energy (zero: lowest compared OMol25 entry of this formula, charge and spin) = 61.2 kJ/mol
HOMO-LUMO gap = 9.40 eV
Structure (SMILES) = CCOCCCNC(=O)[C@@H](NC(=O)CNC(C)=O)c1ccc(C)cc1
LUMO level = 0.020 Eh


Record 6
DFT (ωB97M-V/def2-TZVPD) results for C50H40BaBrClN2O3P2 as an isolated structure in a non-equilibrium geometry.

Cartesian coordinates (Å):
Ba (0.900, 0.833, -0.235)
Cl (4.642, -1.199, 6.311)
C (3.841, -0.589, 4.896)
C (3.846, 0.784, 4.649)
C (3.199, 1.284, 3.549)
C (2.514, 0.438, 2.641)
O (1.889, 0.894, 1.622)
C (2.544, -0.967, 2.913)
C (1.841, -1.831, 2.017)
N (1.718, -3.085, 2.198)
C (1.041, -3.958, 1.397)
C (0.476, -5.051, 2.038)
C (-0.158, -6.076, 1.343)
C (-0.231, -6.047, -0.025)
C (0.326, -4.963, -0.732)
C (0.305, -4.892, -2.142)
C (0.835, -3.803, -2.776)
C (1.403, -2.785, -1.994)
N (1.459, -2.820, -0.687)
C (0.944, -3.882, -0.032)
C (3.208, -1.457, 4.044)
H (4.367, 1.445, 5.326)
H (3.202, 2.346, 3.352)
H (1.337, -1.312, 1.186)
H (0.543, -5.076, 3.114)
H (-0.581, -6.903, 1.895)
H (-0.715, -6.846, -0.569)
H (-0.119, -5.710, -2.709)
H (0.833, -3.719, -3.851)
H (1.831, -1.908, -2.460)
H (3.207, -2.519, 4.229)
C (-3.551, 1.179, 0.439)
C (-2.661, 1.669, 1.591)
P (-1.180, 0.611, 1.986)
C (-1.938, -0.730, 2.974)
C (-3.303, -0.940, 3.136)
C (-3.761, -1.946, 3.970)
C (-2.866, -2.755, 4.649)
C (-1.504, -2.561, 4.486)
C (-1.046, -1.566, 3.645)
C (-0.528, 1.689, 3.310)
C (-0.533, 1.361, 4.659)
C (-0.035, 2.250, 5.596)
C (0.462, 3.477, 5.200)
C (0.487, 3.806, 3.853)
C (0.006, 2.913, 2.914)
C (-3.235, 1.889, -0.877)
P (-1.683, 1.185, -1.634)
C (-2.426, -0.193, -2.581)
C (-1.968, -1.479, -2.317)
C (-2.536, -2.575, -2.944)
C (-3.562, -2.391, -3.855)
C (-4.023, -1.111, -4.127)
C (-3.470, -0.017, -3.488)
C (-1.281, 2.435, -2.889)
C (-0.988, 3.726, -2.456)
C (-0.429, 4.642, -3.324)
C (-0.147, 4.277, -4.630)
C (-0.452, 3.000, -5.072)
C (-1.014, 2.081, -4.205)
H (-4.599, 1.372, 0.691)
H (-3.435, 0.097, 0.296)
H (-3.236, 1.764, 2.517)
H (-2.268, 2.662, 1.353)
H (-4.023, -0.322, 2.627)
H (-4.824, -2.093, 4.092)
H (-3.230, -3.529, 5.305)
H (-0.795, -3.175, 5.020)
H (0.014, -1.405, 3.515)
H (-0.916, 0.408, 4.988)
H (-0.040, 1.976, 6.640)
H (0.832, 4.174, 5.936)
H (0.890, 4.759, 3.539)
H (0.074, 3.155, 1.859)
H (-3.091, 2.957, -0.697)
H (-4.063, 1.777, -1.582)
H (-1.169, -1.616, -1.601)
H (-2.189, -3.570, -2.705)
H (-4.010, -3.240, -4.350)
H (-4.824, -0.970, -4.839)
H (-3.852, 0.975, -3.701)
H (-1.169, 4.006, -1.424)
H (-0.187, 5.635, -2.977)
H (0.321, 4.980, -5.300)
H (-0.226, 2.713, -6.088)
H (-1.214, 1.071, -4.536)
Br (6.130, 2.720, -6.748)
C (4.810, 2.486, -5.394)
C (3.599, 1.902, -5.730)
C (2.667, 1.702, -4.732)
C (2.935, 2.100, -3.430)
C (4.141, 2.719, -3.120)
C (5.095, 2.901, -4.104)
C (1.944, 1.802, -2.341)
O (1.255, 0.765, -2.457)
O (1.876, 2.567, -1.368)
H (3.400, 1.600, -6.747)
H (1.721, 1.232, -4.943)
H (4.329, 3.037, -2.105)
H (6.050, 3.353, -3.873)

Computed properties:
Charge = 0
F_max = 0.069 hartree/bohr
HOMO-LUMO gap = 7.06 eV
LUMO level = -0.007 Eh